(1)
The following is a quantum chemistry calculation of a 2-piece molecular cluster, C2H3NOS overall in a non-equilibrium geometry, from the OMol25 dataset.

ORCA input file:
```
! RIJCOSX wB97M-V def2-TZVPD def2/J DEFGRID3
* xyz 0 3
C -0.22 -1.98 0.74
C 0.63 1.76 -0.90
N -0.50 2.14 -0.87
O 1.56 1.13 -1.03
S 0.75 -1.67 1.95
H -0.46 -1.19 0.01
H -1.01 2.88 -0.45
H -0.74 -3.06 0.55
*
```

Summary:
Lowest unoccupied orbital energy (spin up / spin down), Ha: 0.024 / -0.079
<S²>: 2.01
E_HOMO (spin up / spin down), eV: -6.89 / -10.72
Energy above the lowest of the compared OMol25 structures with the same formula, charge and spin, kJ/mol: 106.1

---

(2)
The following is a quantum chemistry calculation of a 2-piece molecular cluster, C11H15N overall in a non-equilibrium geometry, from the OMol25 dataset.

ORCA input file:
```
! RIJCOSX wB97M-V def2-TZVPD def2/J DEFGRID3
* xyz 0 1
C -3.91 -1.13 0.67
C -2.47 -0.76 0.93
C -1.97 -0.63 2.19
N -0.56 -0.75 2.18
C -0.19 -0.83 0.85
C 1.05 -0.96 0.27
C 1.20 -1.27 -1.08
C 0.04 -1.13 -1.87
C -1.24 -1.15 -1.33
C -1.36 -0.92 0.04
H -4.21 -2.02 1.21
H -3.98 -1.34 -0.40
H -4.53 -0.26 0.89
H -2.35 -0.52 3.19
H 0.17 -0.64 2.87
H 1.91 -1.16 0.91
H 2.17 -1.46 -1.51
H 0.10 -1.39 -2.92
H -2.08 -1.22 -2.00
C 3.12 1.91 -0.20
C 2.48 3.01 -1.03
H 3.12 1.98 0.88
H 2.55 0.99 -0.42
H 4.11 1.63 -0.55
H 1.76 3.62 -0.47
H 1.87 2.67 -1.85
H 3.19 3.74 -1.42
*
```

Summary:
Lowest unoccupied orbital energy, Ha: 0.034
SMILES string: Cc1c[nH]c2ccccc12.CC
E_HOMO, eV: -7.85
Energy above the lowest of the compared OMol25 structures with the same formula, charge and spin, kJ/mol: 97.8

---

(3)
The following is a quantum chemistry calculation of C5H12O2 as an isolated structure, from the OMol25 dataset.

ORCA input file:
```
! RIJCOSX wB97M-V def2-TZVPD def2/J DEFGRID3
* xyz 0 1
C -0.20 -2.21 0.37
O -0.44 -0.86 0.00
C 1.25 -0.12 -0.33
C -1.10 -0.76 -1.26
C 0.95 1.36 -0.32
C 0.39 2.02 0.94
O -0.96 1.68 1.20
H 0.40 -2.71 -0.40
H -1.17 -2.72 0.51
H 0.35 -2.19 1.31
H 1.59 -0.36 0.71
H -1.46 0.27 -1.35
H -1.95 -1.46 -1.29
H -0.37 -0.98 -2.05
H 0.34 1.65 -1.19
H 1.95 1.77 -0.53
H 1.04 1.77 1.79
H 0.40 3.12 0.83
H -0.99 0.71 1.23
*
```

Summary:
Lowest unoccupied orbital energy, Ha: 0.030
E_HOMO, eV: -7.71
Energy above the lowest of the compared OMol25 structures with the same formula, charge and spin, kJ/mol: 496.3

---

(4)
The following is a quantum chemistry calculation of C3H9N2 as an isolated structure in a non-equilibrium geometry, from the OMol25 dataset.

ORCA input file:
```
! RIJCOSX wB97M-V def2-TZVPD def2/J DEFGRID3
* xyz 1 1
C -0.70 0.94 0.25
N -1.67 -0.08 0.28
H -0.39 1.25 1.23
H -0.86 1.74 -0.46
H -1.93 -0.38 -0.65
H -2.52 0.31 0.69
C 1.21 0.89 -0.40
C 0.79 -0.40 -0.61
N 0.76 -1.33 0.41
H 1.27 1.65 -1.16
H 1.62 1.10 0.58
H 0.69 -0.77 -1.63
H -0.16 -1.39 0.89
H 1.00 -2.25 0.07
*
```

Summary:
Lowest unoccupied orbital energy, Ha: -0.171
E_HOMO, eV: -14.81
Energy above the lowest of the compared OMol25 structures with the same formula, charge and spin, kJ/mol: 324.8

---

(5)
The following is a quantum chemistry calculation of a 2-piece molecular cluster, C2H8NO2P overall in a non-equilibrium geometry, from the OMol25 dataset.

ORCA input file:
```
! RIJCOSX wB97M-V def2-TZVPD def2/J DEFGRID3
* xyz 0 1
C -0.21 2.16 -0.23
C -0.48 -0.74 1.58
N 1.11 -1.03 -0.61
O -1.45 -1.06 -1.04
O 1.22 -1.41 -1.97
P -0.43 -0.39 -0.23
H 0.06 2.36 -1.25
H -1.19 2.48 0.05
H 0.56 2.35 0.50
H -0.37 -1.81 1.72
H 0.33 -0.21 2.08
H -1.43 -0.40 1.96
H 1.90 -0.44 -0.41
H 0.38 -1.86 -2.16
*
```

Summary:
Lowest unoccupied orbital energy, Ha: 0.013
E_HOMO, eV: -8.63
Energy above the lowest of the compared OMol25 structures with the same formula, charge and spin, kJ/mol: 397.6

---

(6)
The following is a quantum chemistry calculation of C40H45BN11O5Ti as an isolated structure in a non-equilibrium geometry, from the OMol25 dataset.

ORCA input file:
```
! RIJCOSX wB97M-V def2-TZVPD def2/J DEFGRID3
* xyz 0 2
Ti 0.65 -0.49 0.62
C 0.58 -3.55 3.63
C 0.28 -2.26 3.19
N 0.86 -2.03 2.02
N 1.54 -3.15 1.68
C 1.37 -4.09 2.64
B 1.84 -3.40 0.18
N 0.44 -3.30 -0.44
C -0.40 -4.30 -0.80
C -1.67 -3.78 -0.89
C -1.53 -2.43 -0.55
N -0.25 -2.15 -0.29
N 2.72 -2.30 -0.42
C 3.96 -2.38 -0.94
C 4.29 -1.15 -1.44
C 3.18 -0.34 -1.20
N 2.24 -1.06 -0.58
N 2.53 -4.73 0.01
C 3.65 -5.12 0.67
C 4.05 -6.33 0.16
C 3.10 -6.60 -0.84
N 2.20 -5.64 -0.91
H 0.24 -4.04 4.53
H -0.31 -1.51 3.69
H 1.80 -5.06 2.55
H -0.02 -5.28 -0.98
H -2.57 -4.30 -1.14
H -2.28 -1.66 -0.54
H 4.52 -3.30 -0.93
H 5.21 -0.86 -1.92
H 3.03 0.69 -1.45
H 4.08 -4.52 1.45
H 4.89 -6.92 0.45
H 3.03 -7.45 -1.48
O 4.48 4.55 3.09
C 4.43 3.31 3.75
C 3.63 2.33 2.93
C 3.81 0.95 3.10
C 3.02 0.10 2.37
N 2.12 0.51 1.48
C 1.97 1.85 1.25
C 2.71 2.78 2.01
C 1.12 2.18 0.15
C 0.92 3.47 -0.36
C 0.30 3.65 -1.58
C 0.16 5.03 -2.18
O 1.34 5.80 -2.07
C -0.11 2.50 -2.29
C 0.04 1.27 -1.71
N 0.59 1.09 -0.51
H 4.93 5.19 3.64
H 3.94 3.41 4.73
H 5.44 2.90 3.92
H 4.52 0.57 3.81
H 3.09 -0.98 2.50
H 2.58 3.84 1.86
H 1.29 4.33 0.18
H -0.60 5.60 -1.63
H -0.15 4.96 -3.23
H 2.06 5.31 -2.48
H -0.56 2.61 -3.27
H -0.27 0.36 -2.22
O 1.50 1.69 5.34
C 0.62 1.66 4.51
C -0.54 2.68 4.42
C -1.26 2.29 3.15
C -0.49 1.04 2.69
O -0.78 0.38 1.66
N 0.50 0.74 3.51
H -0.14 3.69 4.42
H -1.15 2.56 5.32
H -1.19 3.05 2.37
H -2.32 2.05 3.30
C -3.00 2.50 -0.02
C -4.21 1.56 -0.02
C -3.96 0.37 0.91
C -4.55 1.09 -1.40
C -5.81 1.30 -1.92
C -6.17 0.79 -3.16
C -5.24 0.10 -3.93
C -3.95 -0.10 -3.50
C -2.95 -0.72 -4.44
C -2.11 -1.84 -3.81
C -2.05 0.40 -4.97
C -3.56 0.36 -2.17
O -2.43 0.12 -1.70
H -2.92 2.99 0.95
H -3.09 3.27 -0.79
H -2.09 1.93 -0.22
H -5.07 2.12 0.37
H -2.99 -0.07 0.70
H -4.74 -0.39 0.78
H -3.97 0.69 1.95
H -6.53 1.84 -1.34
H -7.18 0.93 -3.53
H -5.53 -0.27 -4.90
H -3.50 -1.14 -5.28
H -1.51 -1.46 -3.00
H -1.46 -2.27 -4.57
H -2.76 -2.63 -3.42
H -1.57 0.91 -4.14
H -2.63 1.13 -5.53
H -1.28 -0.01 -5.62
*
```

Summary:
Lowest unoccupied orbital energy (spin up / spin down), Ha: -0.048 / -0.058
<S²>: 0.75
E_HOMO (spin up / spin down), eV: -5.39 / -5.39
Energy above the lowest of the compared OMol25 structures with the same formula, charge and spin, kJ/mol: 123.1

---

(7)
The following is a quantum chemistry calculation of a 9-piece molecular cluster, C26H76O36P8S overall in a non-equilibrium geometry, from the OMol25 dataset.

ORCA input file:
```
! RIJCOSX wB97M-V def2-TZVPD def2/J DEFGRID3
* xyz 1 2
C -10.55 -6.17 -8.59
O -10.37 -7.52 -9.13
P -9.61 -7.67 -10.62
O -9.57 -9.01 -11.14
O -10.53 -6.65 -11.45
C -11.47 -7.04 -12.52
O -8.28 -6.82 -10.35
C -7.06 -7.18 -11.10
H -11.59 -6.02 -8.32
H -10.17 -5.52 -9.38
H -10.05 -6.05 -7.63
H -12.09 -6.19 -12.81
H -12.23 -7.78 -12.29
H -10.94 -7.21 -13.46
H -7.29 -8.05 -11.72
H -6.24 -7.26 -10.39
H -6.67 -6.51 -11.86
C -11.02 0.97 -16.16
O -12.28 0.91 -15.78
P -12.48 0.48 -14.16
O -13.92 0.79 -13.89
O -11.37 1.45 -13.41
C -11.47 2.86 -13.57
O -11.98 -1.03 -14.09
C -12.69 -2.07 -14.82
H -10.22 0.34 -15.76
H -10.64 1.99 -16.26
H -11.03 0.57 -17.17
H -11.66 3.36 -12.62
H -12.19 3.08 -14.36
H -10.59 3.35 -14.00
H -13.41 -1.75 -15.57
H -13.32 -2.54 -14.07
H -11.91 -2.80 -15.05
C -9.36 -4.12 -13.61
O -8.35 -4.20 -12.60
P -8.33 -3.28 -11.31
O -9.69 -3.09 -10.75
O -7.50 -1.94 -11.87
C -6.17 -1.97 -12.42
O -7.31 -4.08 -10.39
C -7.34 -3.89 -8.98
H -9.39 -3.21 -14.21
H -10.22 -4.16 -12.94
H -9.20 -4.95 -14.29
H -5.55 -1.09 -12.28
H -6.01 -2.36 -13.42
H -5.67 -2.61 -11.69
H -7.51 -4.88 -8.56
H -8.15 -3.22 -8.69
H -6.32 -3.60 -8.71
C -19.53 -1.72 -14.74
O -20.43 -1.99 -13.81
P -20.11 -2.22 -12.28
O -19.11 -3.28 -11.97
O -19.99 -0.67 -11.66
C -20.26 -0.61 -10.27
O -21.60 -2.75 -11.71
C -22.72 -1.96 -12.08
H -18.54 -2.01 -14.38
H -19.42 -0.65 -14.89
H -19.48 -2.25 -15.69
H -20.96 0.21 -10.11
H -19.34 -0.26 -9.80
H -20.67 -1.56 -9.93
H -23.26 -1.75 -11.16
H -23.45 -2.67 -12.48
H -22.70 -1.05 -12.68
C -15.20 -6.12 -12.29
O -14.54 -6.28 -10.95
P -14.80 -5.19 -9.72
O -14.10 -5.67 -8.44
O -14.23 -3.82 -10.31
C -12.88 -3.79 -10.82
O -16.44 -4.88 -9.56
C -16.86 -3.52 -9.43
H -15.82 -5.23 -12.16
H -15.54 -7.13 -12.46
H -14.44 -5.77 -12.99
H -12.78 -3.68 -11.90
H -12.26 -4.61 -10.44
H -12.33 -3.03 -10.26
H -16.77 -3.34 -8.35
H -17.93 -3.51 -9.63
H -16.28 -2.76 -9.96
C -23.14 -5.97 -14.00
O -22.08 -6.95 -14.08
P -21.64 -7.82 -12.79
O -22.46 -7.47 -11.62
O -21.52 -9.42 -13.32
C -20.93 -10.49 -12.50
O -20.07 -7.48 -12.58
C -19.63 -6.17 -12.38
H -23.79 -6.21 -14.84
H -22.67 -5.01 -14.17
H -23.74 -5.88 -13.10
H -21.72 -11.07 -12.03
H -20.07 -10.17 -11.91
H -20.66 -11.24 -13.25
H -20.11 -5.48 -11.69
H -19.72 -5.71 -13.37
H -18.56 -6.19 -12.18
C -18.71 -7.47 -18.09
O -18.74 -8.04 -16.77
P -17.68 -7.66 -15.62
O -16.21 -7.58 -16.03
O -18.21 -6.19 -15.24
C -17.22 -5.16 -14.98
O -17.96 -8.63 -14.28
C -17.17 -9.77 -14.21
H -18.32 -8.15 -18.85
H -18.21 -6.50 -18.16
H -19.73 -7.11 -18.20
H -17.24 -4.39 -15.75
H -16.16 -5.43 -14.92
H -17.55 -4.68 -14.06
H -16.80 -10.13 -15.17
H -17.88 -10.54 -13.89
H -16.28 -9.74 -13.59
C -13.32 -12.33 -4.33
O -12.93 -12.01 -5.62
P -13.63 -10.84 -6.52
O -15.14 -10.69 -6.58
O -12.90 -9.46 -6.15
C -13.23 -8.34 -7.00
O -12.84 -11.07 -7.92
C -11.40 -11.06 -7.72
H -13.57 -11.42 -3.79
H -12.55 -12.90 -3.81
H -14.09 -13.10 -4.35
H -12.49 -8.06 -7.75
H -13.40 -7.39 -6.48
H -14.23 -8.36 -7.44
H -11.07 -10.47 -8.58
H -11.05 -12.04 -8.04
H -11.03 -10.73 -6.76
C -15.29 -0.48 -8.49
C -14.44 0.65 -7.85
O -15.40 1.66 -7.45
S -16.74 1.70 -8.43
O -16.67 2.88 -9.26
O -17.93 1.53 -7.55
O -16.19 0.31 -9.26
H -15.93 -1.19 -7.97
H -14.61 -1.02 -9.14
H -13.63 1.09 -8.44
H -13.89 0.43 -6.94
*
```

Summary:
Lowest unoccupied orbital energy (spin up / spin down), Ha: -0.088 / -0.349
<S²>: 0.76
E_HOMO (spin up / spin down), eV: -11.36 / -11.36

---

(8)
The following is a quantum chemistry calculation of a 2-piece molecular cluster, C4H6BrP overall in a non-equilibrium geometry, from the OMol25 dataset.

ORCA input file:
```
! RIJCOSX wB97M-V def2-TZVPD def2/J DEFGRID3
* xyz 0 1
C 1.20 -0.29 0.40
C 0.38 0.93 0.28
C -1.02 0.32 0.08
C -0.92 -1.13 -0.39
P 0.89 -1.77 -0.09
Br 3.88 0.41 0.59
H 0.47 1.55 1.15
H 0.80 1.53 -0.50
H -1.77 0.38 0.88
H -1.30 0.84 -0.88
H -1.75 -1.78 -0.03
H -0.88 -1.01 -1.51
*
```

Summary:
Lowest unoccupied orbital energy (spin up / spin down), Ha: -0.065 / -0.065
E_HOMO (spin up / spin down), eV: -9.36 / -9.36
Energy above the lowest of the compared OMol25 structures with the same formula, charge and spin, kJ/mol: 318.1

---

(9)
The following is a quantum chemistry calculation of C15H11AsF5N3O9Se2Te2Ti as an isolated structure in a non-equilibrium geometry, from the OMol25 dataset.

ORCA input file:
```
! RIJCOSX wB97M-V def2-TZVPD def2/J DEFGRID3
* xyz -2 1
Ti 0.36 0.83 -0.78
Se 2.56 2.15 0.24
Te 4.98 2.61 -0.28
Te 0.39 5.58 0.47
Se 1.15 3.60 -0.94
C -4.31 1.72 -0.52
As -2.54 2.46 -0.43
C -2.24 2.92 1.40
C -2.52 3.99 -1.58
O -1.55 1.27 -1.05
H -5.04 2.43 -0.14
H -4.33 0.81 0.07
H -4.54 1.48 -1.56
H -3.05 3.58 1.72
H -1.28 3.43 1.48
H -2.23 1.99 1.97
H -3.47 4.52 -1.50
H -2.36 3.62 -2.59
H -1.70 4.65 -1.27
O 2.62 -5.08 -4.93
N 1.79 -5.20 -4.04
O 1.18 -6.24 -3.84
C 1.60 -4.10 -3.12
C 0.68 -4.24 -2.09
C 0.50 -3.17 -1.25
C 1.24 -1.96 -1.31
O 1.06 -1.04 -0.44
C 2.15 -1.88 -2.41
C 2.29 -2.91 -3.30
N 3.00 -0.72 -2.71
O 3.55 -0.28 -1.74
O 0.75 0.68 -2.34
N -0.60 -3.30 -0.28
O -0.69 -4.35 0.32
O -1.44 -2.43 -0.28
H 0.12 -5.15 -1.97
H 2.97 -2.79 -4.14
F 1.66 -0.65 6.25
C 1.22 -0.31 5.03
C 1.23 1.01 4.61
F 1.69 1.96 5.45
C 0.77 1.35 3.36
F 0.79 2.65 3.01
C 0.28 0.41 2.43
O -0.17 0.75 1.27
C 0.27 -0.92 2.90
F -0.22 -1.90 2.13
C 0.73 -1.27 4.16
F 0.70 -2.55 4.55
*
```

Summary:
Lowest unoccupied orbital energy, Ha: 0.134
E_HOMO, eV: -1.28
Energy above the lowest of the compared OMol25 structures with the same formula, charge and spin, kJ/mol: 96.5

---

(10)
The following is a quantum chemistry calculation of a 17-piece molecular cluster, H35O17 overall in a non-equilibrium geometry, from the OMol25 dataset.

ORCA input file:
```
! RIJCOSX wB97M-V def2-TZVPD def2/J DEFGRID3
* xyz 1 1
O -3.98 -0.14 2.08
H 0.36 -2.42 2.41
H -4.59 -0.92 2.12
O 0.77 -2.60 1.56
H 3.01 1.20 1.16
H -2.67 -2.58 -2.49
O -2.83 -0.10 -1.90
H -3.55 0.31 -1.40
H -0.50 2.98 0.98
O 3.71 -2.06 2.13
H 4.18 -1.30 1.72
H -3.68 3.37 -0.84
O -0.56 2.87 0.02
H 0.31 3.94 -1.84
O 2.23 -1.58 -1.14
H 1.41 -1.30 -1.60
H -0.62 1.63 2.37
O 1.18 1.02 -0.58
H 4.07 2.02 -1.32
H 2.18 4.34 3.32
O 0.55 3.37 -2.56
H -4.61 0.65 2.17
H 0.08 3.42 -3.38
O 3.36 0.46 0.62
H -1.77 -3.73 -2.65
H 2.95 -0.37 1.05
O -0.68 0.86 1.78
H 1.91 0.45 0.09
H -0.91 0.05 2.28
O 1.05 -3.89 -2.08
H -1.53 -1.23 -1.71
H -3.01 -3.43 1.53
O 2.32 3.46 2.96
H 1.08 -4.65 -1.45
H 2.22 2.77 3.63
O -0.60 -1.51 -1.79
H -0.25 -1.87 -0.98
H 0.61 1.79 -0.28
O -3.05 -3.00 2.45
H 1.83 1.30 -1.39
H 2.20 -2.45 -1.60
O -2.80 3.71 -0.55
H -1.99 0.40 -1.75
H 1.12 -3.51 1.52
O -2.72 -3.54 -2.56
H -3.87 -3.45 2.65
H 2.83 -2.21 1.70
O 3.14 2.05 -1.62
H 2.95 2.83 -2.14
H -1.47 2.63 -0.21
H 1.66 -4.21 -2.79
H -3.01 4.16 0.29
*
```

Summary:
Lowest unoccupied orbital energy, Ha: -0.103
E_HOMO, eV: -12.92
Energy above the lowest of the compared OMol25 structures with the same formula, charge and spin, kJ/mol: 394.7